[1]
19
Properties=species:S:1:pos:R:3:forces:R:3:lowdin_charge:R:1 method="wB97M-V/def2-TZVPD" largest_force_ev_per_a=3.17 total_charge=0 de_lowest_kj_mol=519.2 homo_ev=-9.10 gap_ev=9.6 lumo_ev=0.529
C -0.38535 1.64144 -0.34641 0.278 -0.121 -0.981 -0.3430
C -1.02608 2.65088 -0.21267 1.299 -0.725 0.240 0.1073
C 1.57304 0.35495 1.72388 -0.764 1.489 -0.831 -0.1292
C 0.74665 -1.90689 1.05825 -0.307 1.118 -1.448 -0.1089
C 0.47195 -0.37378 1.00766 -0.222 -1.815 0.210 -0.5214
N -0.72396 -0.65759 -1.46727 -0.682 1.483 1.783 -0.3519
O -2.41643 0.81810 -3.15384 -0.465 -1.841 0.304 -0.1593
S 0.45788 0.18307 -0.83313 -1.789 0.025 2.467 0.9786
H -3.08919 0.07921 -3.27011 1.326 1.482 0.261 0.0516
H -1.71828 0.38996 -2.56222 -1.152 0.464 -0.668 -0.0377
H -1.21961 3.64650 0.03862 -0.821 0.756 0.047 0.0291
H 1.44323 1.46229 1.62124 0.470 -0.876 0.104 0.0907
H 1.72188 0.10958 2.73908 -0.647 -0.255 1.463 0.0676
H 2.47305 -0.02197 1.32087 1.371 0.226 -0.944 0.0614
H 1.62859 -2.14564 0.52205 1.754 0.118 -0.079 0.0566
H 0.10591 -2.51455 0.44163 -1.280 0.038 0.325 0.0602
H 0.82305 -2.25408 2.06108 -0.096 -0.306 0.760 0.0736
H -0.53842 -0.24635 1.44964 0.465 0.500 -0.697 0.1245
H -0.32789 -1.21513 -2.13834 1.262 -1.759 -2.317 -0.0499

=====

[2]
19
Properties=species:S:1:pos:R:3:forces:R:3:lowdin_charge:R:1 method="wB97M-V/def2-TZVPD" largest_force_ev_per_a=2.12 total_charge=0 de_lowest_kj_mol=319.8 homo_ev=-8.04 gap_ev=8.7 smiles="CCN(OC)C(C)=S" lumo_ev=0.710
C 0.39643 1.72074 -0.98232 -0.629 1.529 0.431 -0.0830
C -0.80046 0.77885 -0.85172 1.355 -0.248 -0.017 -0.1714
C 1.85023 -1.24269 -0.54847 -1.665 1.314 -0.107 -0.0441
C -0.69996 -1.06787 0.90840 0.164 -0.859 -0.316 -0.7935
C -1.32227 -0.10754 1.87689 -0.841 -0.700 -0.303 -0.0912
H 1.14673 1.34226 -1.64044 0.486 -0.425 -0.389 0.0491
H 0.86007 1.93001 0.01940 -0.475 -0.125 -0.894 0.0939
H 0.05694 2.69072 -1.44308 0.294 -0.804 0.595 0.0925
H -1.20848 0.51574 -1.82550 -0.125 0.165 -0.087 0.1292
H -1.54315 1.26446 -0.25256 -0.567 -0.125 0.328 0.1020
H 1.74486 -1.63842 0.47406 0.476 -0.008 -0.478 0.0286
H 2.29693 -1.97172 -1.24440 0.414 0.751 0.503 0.1017
H 2.19761 -0.14337 -0.51293 0.166 -2.039 -0.308 0.0963
H -0.85221 0.86539 1.78930 0.140 0.105 0.548 0.0748
H -2.34457 -0.00337 1.51908 -0.346 0.274 0.105 0.0859
H -1.41321 -0.54564 2.87530 0.457 0.325 -0.229 0.0795
N -0.37187 -0.48861 -0.26124 0.480 -0.403 0.496 -0.1938
O 0.47320 -1.18434 -1.10731 0.370 -0.011 -0.011 -0.1857
S -0.46683 -2.71460 1.20755 -0.154 1.286 0.135 0.6290

=====

[3]
19
Properties=species:S:1:pos:R:3:forces:R:3:lowdin_charge:R:1 method="wB97M-V/def2-TZVPD" largest_force_ev_per_a=1.67 total_charge=0 de_lowest_kj_mol=140.3 homo_ev=-9.08 gap_ev=9.7 smiles=C[C@@]1(S)[C@H](N)C[C@@H]1O lumo_ev=0.636
C 1.03098 0.96792 -1.28484 -0.269 0.250 -0.379 -0.0992
C 0.11632 0.54672 -0.13748 0.258 0.013 0.042 -0.7308
C -0.84740 -0.61810 -0.53956 0.183 -0.347 -0.535 -0.3720
C 0.20997 -1.60384 0.02257 0.601 1.108 -1.098 -0.0626
C 0.82330 -0.45292 0.83215 0.334 -0.137 -0.147 -0.3676
H 1.83003 1.63219 -0.94163 -0.047 -0.107 0.067 0.0762
H 1.50641 0.10161 -1.76878 -0.196 0.166 0.181 0.0887
H 0.45624 1.52227 -2.05315 0.241 -0.352 0.348 0.0899
H 0.25883 2.86095 0.36899 -0.083 -0.039 0.037 -0.1245
H -1.03499 -0.68274 -1.61997 0.097 0.105 0.178 0.1411
H -2.70501 0.03724 -0.08718 -0.191 0.043 0.029 0.0589
H -1.94943 -0.73768 1.14968 -0.146 -0.022 -0.145 0.0721
H 0.88971 -2.00261 -0.74310 -0.233 0.142 0.224 0.1186
H -0.18401 -2.38484 0.59825 -0.544 -1.175 0.866 0.0981
H 1.92080 -0.39807 0.88642 -0.146 0.100 -0.136 0.1461
H 0.22857 0.45857 2.41877 -0.048 -0.354 0.000 0.0600
N -2.11116 -0.74791 0.14349 0.143 0.101 0.307 0.0436
O 0.27520 -0.47055 2.12663 -0.103 0.503 0.243 -0.0546
S -0.71434 1.97181 0.62874 0.149 0.001 -0.081 0.8181

=====

[4]
19
Properties=species:S:1:pos:R:3:forces:R:3:lowdin_charge:R:1 method="wB97M-V/def2-TZVPD" largest_force_ev_per_a=4.86 total_charge=0 de_lowest_kj_mol=402.9 homo_ev=-9.26 gap_ev=10.1 lumo_ev=0.797
C 3.43709 -0.08069 -1.04829 -1.543 1.374 -0.667 -0.3740
C -1.14875 -0.75173 0.43183 0.413 -0.428 -0.096 0.0342
C -1.94621 0.26913 0.40149 -0.433 1.544 -0.754 -0.4651
C -2.54422 0.75243 1.67267 -4.134 -0.009 -2.563 -0.0667
C -2.36208 0.98967 -0.80967 0.614 0.891 -1.216 -0.0837
N 4.60582 -0.78149 -0.79243 3.033 -1.590 -0.084 -0.2825
O 2.89296 -2.26208 0.38838 -0.584 -0.629 0.298 -0.5418
S 3.57289 -0.98051 0.52346 -0.371 0.354 -0.187 0.9171
H 2.70510 -0.42260 -1.78877 0.074 -0.210 0.562 0.0940
H 3.57661 1.00659 -1.04625 -0.176 -0.285 -0.004 0.0758
H -1.18568 -1.12620 1.41063 1.102 -1.457 1.044 0.0530
H -1.84323 1.18561 2.26223 1.978 0.858 2.294 0.0445
H -3.28506 1.56649 1.39651 0.699 -0.787 0.563 0.0956
H -3.16185 -0.06624 2.05920 0.439 0.310 0.729 0.0941
H -2.45473 2.07650 -0.70786 0.293 -0.080 0.259 0.0801
H -1.73506 0.79535 -1.68840 -0.019 -0.084 0.220 0.0820
H -3.34827 0.68188 -1.06712 -1.023 -0.397 -0.277 0.0735
H 4.80253 -1.70993 -1.21417 -0.460 0.989 0.081 0.1051
H -0.57784 -1.14218 -0.38342 0.099 -0.364 -0.203 0.0647

=====

[5]
18
Properties=species:S:1:pos:R:3:forces:R:3:lowdin_charge:R:1 method="wB97M-V/def2-TZVPD" largest_force_ev_per_a=5.92 total_charge=+1 de_lowest_kj_mol=37.5 homo_ev=-16.17 gap_ev=12.6 lumo_ev=-3.543
C -2.45244 0.51784 -0.04568 3.583 0.669 -2.642 -0.1709
C 0.30017 -1.82497 -0.36003 1.755 0.578 -0.290 -0.1428
C 1.78409 0.84030 -0.51535 2.910 -1.895 1.796 -0.1756
C -0.09181 0.26105 1.61359 0.574 2.100 0.682 -0.1749
C -1.08664 0.56477 -1.12538 -4.840 -0.661 3.350 -0.1472
N -3.21349 0.70647 0.78801 -0.489 -0.217 0.223 0.1466
P 0.24012 -0.00793 -0.12899 2.081 -1.067 1.308 0.8591
H -0.58826 -2.17338 0.09190 -0.820 -0.725 0.950 0.0479
H 1.25090 -2.36887 -0.04615 -1.346 1.025 0.077 0.1122
H 0.17281 -2.05300 -1.39717 0.076 0.024 -0.899 0.0528
H 2.29654 0.63549 -1.44405 -0.627 0.010 -0.689 0.0604
H 2.72307 0.62830 0.22674 -2.673 -0.076 -1.165 0.1454
H 1.64024 1.85834 -0.34868 -0.430 1.959 -0.140 0.0325
H 0.80950 0.72955 2.06632 -0.182 -0.913 -0.184 0.0800
H -0.37909 -0.65536 2.07850 0.025 -0.649 0.402 0.0618
H -0.84332 1.02283 1.90149 0.032 -0.511 -0.809 0.0744
H -1.16293 1.50660 -1.57674 0.442 1.450 -0.451 0.0810
H -1.39944 -0.18802 -1.77832 -0.072 -1.101 -1.519 0.0573

=====

[6]
18
Properties=species:S:1:pos:R:3:forces:R:3:lowdin_charge:R:1 method="wB97M-V/def2-TZVPD" largest_force_ev_per_a=2.52 total_charge=0 de_lowest_kj_mol=358.9 homo_ev=-6.47 gap_ev=5.4 lumo_ev=-1.055
C -0.83007 -0.10705 1.75324 -0.569 0.259 -0.554 -0.1924
C -1.31275 -0.50622 0.54433 1.416 -1.849 -0.951 -0.0712
C -0.33787 1.92418 2.93230 0.791 0.116 0.124 0.0595
N -0.38861 1.19095 1.86500 0.037 -0.521 0.328 -0.0363
H -0.88668 -0.75833 2.61006 -0.115 0.470 0.380 0.1222
H -1.02804 -0.08808 -0.41574 -0.577 0.704 0.162 0.0309
H -1.86332 -1.42571 0.44168 -0.354 0.145 0.173 0.0253
H 0.13366 2.89248 2.86897 -0.168 0.038 -0.005 0.0815
H -0.59684 1.48543 3.88357 -0.137 0.017 -0.043 0.0898
H -0.09513 1.60035 0.98319 -0.159 0.132 0.004 0.1665
C 0.66125 -0.50411 -2.90579 -0.119 -0.240 0.201 -0.2036
C 1.22505 -0.95488 -1.55442 -0.074 0.522 0.026 -0.7533
S 0.28353 -2.26301 -0.72798 -0.144 0.469 0.267 0.4538
H -0.17754 0.17911 -2.76357 -0.048 0.058 -0.043 0.0499
H 0.26864 -1.36471 -3.44540 0.129 -0.015 -0.127 0.0508
H 1.42311 -0.00439 -3.50708 -0.042 0.052 -0.046 0.0595
H 1.24728 -0.07516 -0.89352 0.097 -0.022 0.081 0.0258
H 2.27431 -1.22084 -1.66882 0.036 -0.334 0.021 0.0410